A molecular structure, C43H48As3F5N9O3SeV at a distorted geometry, computed with wB97M-V/def2-TZVPD.

Cartesian coordinates (Å):
V  -0.188  0.888  0.349
C  1.565  0.231  -3.914
As  0.356  1.355  -2.859
C  1.191  3.033  -3.427
C  -1.122  1.248  -4.160
C  -2.515  1.714  -3.722
C  -3.505  1.402  -4.851
C  -2.988  0.899  -2.502
As  -2.453  1.300  -0.656
C  -3.708  0.121  0.228
C  -3.416  2.927  -0.236
C  -2.538  3.213  -3.380
As  -2.111  4.715  -4.609
C  -1.210  3.998  -6.194
C  -3.869  4.925  -5.442
H  1.318  0.374  -4.965
H  1.483  -0.824  -3.665
H  2.589  0.553  -3.740
H  1.570  2.911  -4.442
H  2.031  3.253  -2.767
H  0.491  3.866  -3.403
H  -1.178  0.190  -4.427
H  -0.799  1.784  -5.049
H  -3.592  0.322  -5.007
H  -3.178  1.848  -5.791
H  -4.498  1.793  -4.615
H  -2.727  -0.157  -2.620
H  -4.077  0.953  -2.435
H  -4.713  0.372  -0.101
H  -3.627  0.285  1.301
H  -3.472  -0.905  -0.025
H  -4.424  2.804  -0.627
H  -2.961  3.815  -0.654
H  -3.438  3.010  0.846
H  -1.869  3.364  -2.532
H  -3.540  3.483  -3.036
H  -0.176  3.732  -5.984
H  -1.202  4.824  -6.907
H  -1.729  3.157  -6.649
H  -4.615  5.156  -4.682
H  -4.167  4.028  -5.983
H  -3.822  5.760  -6.139
C  5.160  -5.206  3.658
O  4.960  -4.841  5.017
C  3.724  -4.451  5.390
C  2.638  -4.338  4.520
C  1.412  -3.900  5.006
C  1.254  -3.602  6.353
C  2.330  -3.782  7.220
C  3.560  -4.175  6.745
N  0.038  -3.203  7.013
N  -0.868  -2.552  6.471
C  -0.792  -1.956  5.177
C  -1.892  -2.068  4.373
C  -1.923  -1.469  3.103
C  -0.859  -0.761  2.655
O  -0.837  -0.212  1.393
C  0.260  -0.528  3.490
N  1.247  0.275  3.012
C  2.240  0.553  3.819
C  2.332  0.090  5.145
C  1.351  -0.726  5.624
C  0.281  -1.092  4.780
H  6.203  -5.494  3.574
H  4.962  -4.364  2.994
H  4.526  -6.049  3.380
H  2.731  -4.602  3.477
H  0.573  -3.838  4.326
H  2.180  -3.590  8.276
H  4.408  -4.301  7.406
H  -2.734  -2.654  4.721
H  -2.792  -1.583  2.467
H  3.021  1.204  3.433
H  3.166  0.392  5.764
H  1.375  -1.072  6.648
F  2.820  0.933  -1.358
C  2.488  -0.334  -0.981
C  1.286  -0.605  -0.324
C  1.180  -1.964  -0.009
F  0.131  -2.475  0.658
C  2.110  -2.931  -0.353
F  1.895  -4.212  -0.041
C  3.260  -2.584  -1.028
F  4.158  -3.503  -1.366
C  3.451  -1.257  -1.341
F  4.547  -0.875  -2.000
C  -0.798  -2.568  -3.358
C  -1.528  -3.130  -2.188
N  -2.091  -2.437  -1.227
C  -2.638  -3.376  -0.367
C  -2.394  -4.633  -0.813
N  -1.680  -4.464  -1.978
H  -0.446  -1.577  -3.093
H  -1.443  -2.487  -4.237
H  0.063  -3.183  -3.627
H  -3.152  -3.093  0.539
H  -2.647  -5.603  -0.418
H  -1.337  -5.198  -2.572
Se  -0.353  5.613  -0.938
N  1.142  5.951  -0.093
C  1.626  4.783  0.281
C  2.851  4.599  0.990
C  3.207  3.331  1.295
C  2.367  2.240  0.945
N  1.224  2.339  0.310
C  0.838  3.624  -0.069
N  -0.265  3.859  -0.732
H  3.455  5.456  1.261
H  4.129  3.121  1.820
H  2.659  1.233  1.207
O  -0.619  2.759  3.896
C  -0.828  2.516  2.761
N  -1.076  2.308  1.595

For the relative energy (zero: lowest compared OMol25 entry of this formula, charge and spin), the calculation gives 157.0 kJ/mol. The spin multiplicity is 2. Its total charge is +1. As for the expectation value of S²: 0.778.


A molecular structure, C43H48AuBrINO2Se at a distorted geometry, computed with wB97M-V/def2-TZVPD.

Cartesian coordinates (Å):
Au  1.348  2.089  -0.892
C  -3.212  -3.954  -1.914
C  -1.734  -4.362  -1.796
C  -1.648  -5.608  -0.911
C  -1.164  -4.711  -3.178
C  -0.966  -3.190  -1.217
C  -0.913  -1.983  -1.909
C  -0.290  -0.884  -1.371
Se  -0.434  0.737  -2.393
C  -1.827  1.483  -1.280
C  -3.098  1.080  -1.616
C  -4.191  1.471  -0.852
C  -3.912  2.210  0.294
C  -2.649  2.615  0.684
C  -1.529  2.332  -0.171
O  -0.373  2.831  0.022
C  -2.533  3.324  2.030
C  -3.158  2.425  3.112
C  -1.099  3.623  2.466
C  -3.298  4.656  1.956
C  -5.594  1.093  -1.290
C  -5.708  -0.434  -1.405
C  -6.668  1.582  -0.316
C  -5.847  1.748  -2.656
C  0.327  -0.887  -0.065
O  0.784  0.157  0.450
C  0.342  -2.176  0.596
C  -0.310  -3.241  0.011
C  1.043  -2.432  1.926
C  2.123  -3.503  1.690
C  0.009  -2.928  2.955
C  1.743  -1.212  2.523
H  -3.798  -4.781  -2.307
H  -3.339  -3.102  -2.575
H  -3.604  -3.686  -0.934
H  -2.205  -6.422  -1.370
H  -2.076  -5.415  0.070
H  -0.615  -5.927  -0.797
H  -1.704  -5.554  -3.605
H  -0.115  -4.984  -3.087
H  -1.242  -3.877  -3.869
H  -1.367  -1.881  -2.884
H  -3.215  0.459  -2.494
H  -4.739  2.486  0.927
H  -2.642  1.468  3.143
H  -4.213  2.238  2.935
H  -3.063  2.901  4.086
H  -0.488  2.724  2.445
H  -1.108  4.009  3.485
H  -0.636  4.365  1.822
H  -4.351  4.502  1.737
H  -2.876  5.286  1.175
H  -3.220  5.181  2.905
H  -5.502  -0.900  -0.444
H  -5.009  -0.834  -2.133
H  -6.714  -0.706  -1.715
H  -6.547  1.119  0.661
H  -7.650  1.314  -0.697
H  -6.634  2.662  -0.208
H  -5.120  1.418  -3.392
H  -5.773  2.830  -2.566
H  -6.841  1.497  -3.018
H  -0.303  -4.178  0.546
H  1.706  -4.440  1.332
H  2.653  -3.701  2.618
H  2.839  -3.142  0.953
H  -0.450  -3.869  2.665
H  -0.780  -2.189  3.078
H  0.493  -3.080  3.917
H  2.486  -0.819  1.835
H  2.248  -1.502  3.442
H  1.031  -0.425  2.750
N  8.892  -1.541  -6.107
C  8.017  -1.153  -5.474
C  6.948  -0.643  -4.705
C  7.186  -0.161  -3.414
C  6.154  0.388  -2.686
C  4.869  0.462  -3.229
C  4.633  -0.029  -4.517
C  5.663  -0.579  -5.248
C  3.807  1.016  -2.479
C  2.927  1.536  -1.833
H  8.183  -0.220  -3.003
H  6.327  0.773  -1.690
H  3.638  0.036  -4.936
H  5.491  -0.959  -6.245
Br  5.288  0.311  2.490
C  5.441  1.914  3.494
C  6.419  1.990  4.471
C  6.560  3.147  5.215
C  5.739  4.232  4.965
C  4.764  4.159  3.985
C  4.599  2.992  3.254
I  3.034  2.852  1.814
H  7.063  1.142  4.644
H  7.315  3.196  5.984
H  5.845  5.137  5.540
H  4.123  5.006  3.790

Its total charge is 0. The calculation puts the total energy at -7281.23911 Ha.


A molecular structure, C43H48N2O3P2Sn at a distorted geometry, computed with wB97M-V/def2-TZVPD.

Cartesian coordinates (Å):
Sn  0.377  0.472  1.710
C  -1.502  1.010  -5.696
C  -1.513  -0.269  -5.301
C  -0.679  -1.379  -5.881
C  0.692  -0.990  -6.485
C  1.580  -0.164  -5.594
C  1.603  1.171  -5.509
C  0.746  2.129  -6.283
C  -0.634  1.617  -6.764
C  2.163  0.736  2.967
H  -2.222  1.715  -5.257
H  -2.248  -0.594  -4.555
H  -1.247  -1.908  -6.669
H  -0.499  -2.123  -5.087
H  1.227  -1.941  -6.647
H  0.552  -0.549  -7.481
H  2.308  -0.756  -5.024
H  2.370  1.660  -4.900
H  1.296  2.485  -7.173
H  0.576  3.020  -5.657
H  -1.172  2.510  -7.122
H  -0.507  0.965  -7.638
H  1.950  1.680  3.494
H  3.107  0.795  2.407
H  2.223  -0.094  3.688
P  -1.296  -0.411  -0.312
P  2.142  0.194  -0.376
C  -0.197  -0.621  -1.700
C  1.162  -0.492  -1.695
C  -2.247  -1.944  -0.153
C  -2.510  -2.823  -1.217
C  -3.229  -4.000  -0.977
C  -3.627  -4.327  0.322
C  -3.343  -3.466  1.390
C  -2.666  -2.276  1.149
C  -2.507  0.927  -0.658
C  -2.018  2.250  -0.667
C  -2.894  3.321  -0.824
C  -4.256  3.084  -1.034
C  -4.747  1.774  -1.055
C  -3.879  0.695  -0.864
C  3.600  -0.829  -0.018
C  3.388  -2.086  0.587
C  4.469  -2.928  0.827
C  5.764  -2.517  0.501
C  5.982  -1.255  -0.061
C  4.906  -0.409  -0.333
C  2.693  1.876  -0.822
C  2.859  2.811  0.219
C  3.284  4.103  -0.065
C  3.539  4.477  -1.388
C  3.334  3.566  -2.431
C  2.889  2.271  -2.156
H  -0.716  -0.882  -2.631
H  1.763  -0.817  -2.556
H  -2.153  -2.600  -2.224
H  -3.469  -4.672  -1.805
H  -4.144  -5.270  0.515
H  -3.639  -3.720  2.411
H  -2.426  -1.596  1.975
H  -0.945  2.436  -0.542
H  -2.509  4.342  -0.797
H  -4.934  3.925  -1.185
H  -5.810  1.595  -1.226
H  -4.266  -0.327  -0.884
H  2.378  -2.395  0.875
H  4.297  -3.909  1.267
H  6.607  -3.183  0.682
H  6.994  -0.930  -0.299
H  5.066  0.570  -0.791
H  2.643  2.515  1.250
H  3.409  4.817  0.748
H  3.880  5.488  -1.606
H  3.511  3.867  -3.464
H  2.689  1.563  -2.964
C  -3.768  -0.628  5.338
C  -2.612  -0.130  6.190
C  -1.211  -0.576  5.706
C  -0.071  -0.078  6.645
C  -0.013  1.428  6.833
C  -1.143  -2.111  5.667
O  -1.757  -2.845  6.440
N  -0.250  -2.661  4.735
C  0.107  -2.069  3.515
O  0.787  -2.638  2.669
N  -0.434  -0.820  3.323
C  -0.943  -0.015  4.297
O  -1.140  1.178  3.994
H  -3.705  -0.236  4.315
H  -4.709  -0.286  5.784
H  -3.779  -1.724  5.328
H  -2.626  0.966  6.250
H  -2.732  -0.507  7.215
H  -0.198  -0.572  7.620
H  0.885  -0.423  6.219
H  -0.944  1.821  7.250
H  0.799  1.677  7.522
H  0.170  1.933  5.879
H  -0.092  -3.663  4.783

For the relative energy (zero: lowest compared OMol25 entry of this formula, charge and spin), the calculation gives 0.0 kJ/mol. Its total charge is 0.


A molecular structure, C43H49AsBrF6GeMoN3O7SSi at a distorted geometry, computed with wB97M-V/def2-TZVPD.

Cartesian coordinates (Å):
Mo  0.193  2.045  -1.303
F  0.089  4.036  -0.622
As  -0.974  5.492  -0.063
F  0.160  5.916  1.131
F  0.020  6.354  -1.178
F  -2.028  6.735  0.481
F  -2.045  4.989  -1.290
F  -1.682  4.375  1.030
O  2.541  5.285  5.167
N  1.555  4.639  4.955
O  0.616  4.564  5.735
C  1.457  3.912  3.613
C  2.627  3.979  2.915
C  2.607  3.242  1.785
C  1.504  2.563  1.276
O  1.650  2.023  0.087
C  0.356  2.468  2.085
C  0.351  3.169  3.346
N  -0.661  1.681  1.650
O  -1.671  1.307  2.536
O  -1.911  0.557  0.253
N  3.870  3.141  1.002
O  4.304  1.982  1.018
O  4.355  4.118  0.475
H  3.406  4.644  3.316
H  -0.454  3.144  3.969
C  0.400  -3.114  -4.027
C  1.869  -2.894  -3.606
C  2.600  -4.279  -3.719
C  2.612  -1.897  -4.570
Si  2.012  -2.302  -1.729
Br  0.377  -0.655  -2.055
C  3.587  -1.462  -1.117
C  3.717  -0.110  -1.906
C  3.597  -1.111  0.387
C  4.912  -2.183  -1.465
C  1.432  -3.549  -0.444
C  0.216  -4.303  -0.834
C  0.976  -2.841  0.873
C  2.540  -4.558  -0.081
H  0.408  -3.332  -5.094
H  -0.188  -2.156  -4.024
H  -0.072  -3.899  -3.498
H  2.474  -4.794  -4.733
H  2.282  -4.930  -2.889
H  3.711  -4.132  -3.634
H  2.444  -2.164  -5.581
H  3.693  -1.887  -4.418
H  2.250  -0.865  -4.379
H  2.962  0.667  -1.643
H  3.694  -0.231  -3.009
H  4.681  0.364  -1.696
H  2.691  -0.546  0.643
H  4.492  -0.466  0.669
H  3.538  -2.039  1.005
H  5.116  -2.103  -2.507
H  4.934  -3.308  -1.282
H  5.719  -1.747  -0.817
H  -0.614  -3.675  -1.063
H  -0.035  -5.083  -0.020
H  0.224  -4.911  -1.752
H  0.183  -2.028  0.742
H  1.799  -2.506  1.463
H  0.546  -3.656  1.500
H  2.699  -5.293  -0.862
H  2.312  -5.189  0.810
H  3.516  -4.080  0.054
C  -0.881  1.306  0.405
Ge  -2.936  -0.120  1.864
C  -3.778  -1.234  0.428
C  -4.983  -0.839  -0.111
C  -5.472  -1.473  -1.279
C  -4.795  -2.561  -1.784
C  -3.550  -2.937  -1.278
C  -3.057  -2.298  -0.150
C  -4.460  0.812  2.565
C  -4.523  2.170  2.455
C  -5.718  2.811  2.799
C  -6.804  2.122  3.299
C  -6.749  0.739  3.447
C  -5.567  0.148  3.131
C  -2.165  -1.509  3.058
C  -2.875  -2.681  3.368
C  -2.326  -3.590  4.253
C  -1.059  -3.339  4.762
C  -0.366  -2.155  4.500
C  -0.962  -1.196  3.703
H  -5.609  -0.156  0.356
H  -6.406  -1.203  -1.782
H  -5.157  -3.157  -2.695
H  -2.999  -3.736  -1.814
H  -2.085  -2.489  0.292
H  -3.642  2.749  2.089
H  -5.775  3.884  2.852
H  -7.719  2.514  3.606
H  -7.661  0.195  3.743
H  -5.571  -0.939  3.218
H  -3.796  -2.976  2.802
H  -2.813  -4.554  4.540
H  -0.627  -4.026  5.514
H  0.546  -1.990  5.028
H  -0.526  -0.214  3.458
S  -1.271  1.998  -3.447
C  0.222  2.997  -3.711
C  1.475  2.367  -3.571
C  2.666  3.119  -3.523
C  2.613  4.536  -3.664
C  1.375  5.168  -3.780
C  0.169  4.414  -3.729
H  1.494  1.289  -3.542
H  3.609  2.632  -3.451
H  3.521  5.110  -3.648
H  1.284  6.297  -3.834
H  -0.834  4.877  -3.806

For the relative energy (zero: lowest compared OMol25 entry of this formula, charge and spin), the calculation gives 0.0 kJ/mol. The spin multiplicity is 4. Its total charge is -1. As for the expectation value of S²: 3.770.


Question: The lowest total charge belongs to which entry?
Answer: C43H49AsBrF6GeMoN3O7SSi


Question: Which value of total charge does entry 4 give?
Answer: -1


Question: Among the records above, which one has the highest total charge?
Answer: C43H48As3F5N9O3SeV